No. 1
Here is C34H25GaN6O11S4 as an isolated structure from the Open Molecules 2025 dataset. Energies are from wB97M-V/def2-TZVPD.

For the relative energy (zero: lowest compared OMol25 entry of this formula, charge and spin), the calculation gives 23.5 kcal/mol. Its charge is -2. For the HOMO energy, the calculation gives -2.18 eV.

```
81
Properties=species:S:1:pos:R:3:forces:R:3
Ga -2.182 1.018 -1.538 -0.06 -0.03 0.00
C -0.891 3.392 1.876 -0.01 0.04 -0.01
C -0.977 2.823 0.491 0.01 -0.01 0.03
N -2.059 2.288 0.047 0.03 -0.02 0.00
N -3.235 2.393 0.763 -0.01 0.01 -0.01
C -4.265 2.264 -0.005 0.00 0.00 0.01
S -4.298 2.087 -1.741 -0.01 0.02 0.01
S -5.840 2.247 0.779 0.01 0.00 0.00
C -5.361 2.083 2.523 0.00 0.00 -0.02
C -4.609 0.818 2.857 0.00 -0.02 0.00
C -5.042 -0.424 2.406 0.00 0.01 0.01
C -4.324 -1.571 2.707 0.01 -0.01 0.00
C -3.159 -1.492 3.459 0.01 0.00 -0.01
C -2.717 -0.256 3.909 0.00 0.00 -0.01
C -3.442 0.889 3.608 0.00 0.00 0.01
C 0.162 2.956 -0.426 -0.01 0.01 -0.02
C 1.379 3.441 0.078 0.00 0.00 0.00
C 2.410 3.854 -0.737 0.00 0.01 -0.01
C 2.226 3.802 -2.122 0.01 0.00 0.01
C 1.068 3.292 -2.656 -0.01 0.02 0.00
C 0.002 2.823 -1.843 -0.02 0.00 0.00
O -1.050 2.351 -2.434 0.01 0.01 0.00
H -1.866 3.351 2.350 0.00 0.00 0.01
H -0.191 2.784 2.454 0.00 -0.01 0.00
H -0.528 4.421 1.855 0.00 0.00 0.00
H -4.779 2.955 2.818 0.00 0.00 0.00
H -6.319 2.121 3.049 0.00 0.00 0.01
H -5.912 -0.488 1.763 0.00 -0.01 0.00
H -4.642 -2.523 2.302 0.00 0.00 0.00
H -2.574 -2.383 3.650 0.00 0.00 0.00
H -1.786 -0.177 4.457 0.01 0.00 0.00
H -3.072 1.858 3.923 0.00 0.00 0.00
H 1.508 3.495 1.151 0.00 -0.01 0.00
H 3.336 4.217 -0.310 0.00 0.00 0.00
H 3.008 4.161 -2.785 0.01 0.00 0.00
H 0.919 3.226 -3.727 0.00 0.00 0.00
O -3.843 -2.346 -0.675 -0.01 0.00 -0.01
C -2.973 -1.590 -0.264 0.01 -0.01 0.09
O -3.031 -0.291 -0.358 0.01 0.00 -0.11
C -1.777 -2.139 0.468 -0.01 0.04 -0.02
C -1.758 -3.439 0.814 0.01 -0.01 0.01
C -0.733 -3.969 1.668 -0.01 0.01 0.00
C 0.120 -3.091 2.341 0.00 0.00 0.00
C 0.114 -1.763 2.016 0.00 0.00 0.02
C -0.619 -1.227 0.824 0.00 -0.03 -0.03
N 0.736 -0.843 2.899 -0.02 0.00 -0.01
O 1.369 -1.258 3.874 0.01 -0.01 0.01
O 0.596 0.365 2.683 0.00 0.00 0.00
N -0.725 -5.334 2.002 0.01 -0.02 -0.01
O 0.114 -5.760 2.808 -0.01 0.01 0.00
O -1.556 -6.084 1.475 0.00 0.01 0.01
H -2.573 -4.077 0.503 0.00 0.00 0.00
H 0.727 -3.447 3.160 0.00 0.00 0.00
H -1.001 -0.232 1.055 0.00 0.01 0.00
O 5.395 -3.351 -2.118 0.00 0.03 0.01
S 5.542 -2.125 -1.388 -0.02 -0.02 -0.02
O 6.540 -2.055 -0.360 -0.01 0.00 0.01
N 4.076 -1.624 -0.810 -0.01 0.00 0.00
C 3.713 -0.525 -1.381 0.00 -0.03 -0.02
S 2.301 0.396 -1.122 -0.01 -0.02 0.01
C 4.651 0.043 -2.407 0.03 0.02 0.01
C 4.535 1.182 -3.188 0.00 -0.01 0.00
C 5.565 1.471 -4.073 0.00 0.00 0.00
C 6.679 0.641 -4.177 0.00 0.00 0.00
C 6.788 -0.503 -3.396 0.00 -0.01 0.00
C 5.756 -0.774 -2.521 0.00 0.01 0.02
H 3.668 1.827 -3.112 0.00 0.00 0.00
H 5.500 2.355 -4.694 0.00 0.00 0.00
H 7.467 0.889 -4.877 0.00 0.00 0.00
H 7.645 -1.159 -3.469 0.00 0.00 0.00
O 1.486 -0.387 0.017 0.04 0.01 -0.01
C 0.252 -1.046 -0.449 0.02 0.01 0.06
C 0.597 -2.320 -1.257 -0.07 -0.03 0.04
C -0.286 -2.240 -2.514 0.01 0.00 -0.04
C -0.901 -0.872 -2.385 0.05 0.04 0.05
O -1.847 -0.370 -3.064 -0.01 0.01 -0.02
N -0.460 -0.197 -1.347 -0.01 -0.01 -0.06
H 0.405 -3.213 -0.668 0.02 -0.01 0.00
H 1.657 -2.314 -1.504 0.02 0.03 -0.01
H -1.081 -2.986 -2.528 -0.01 0.01 0.02
H 0.271 -2.317 -3.449 -0.01 -0.02 0.00
```
Positions in Å, forces in eV/Å.

***

No. 2
Here is C4H6F3O2Rb as an isolated structure in a non-equilibrium geometry from the Open Molecules 2025 dataset. Energies are from wB97M-V/def2-TZVPD.

For the relative energy (zero: lowest compared OMol25 entry of this formula, charge and spin), the calculation gives 8.7 kcal/mol. For the HOMO energy, the calculation gives -7.85 eV.

```
16
Properties=species:S:1:pos:R:3:forces:R:3
Rb -1.305 -2.587 -1.526 -0.08 0.48 0.16
C -0.875 -0.310 0.678 -0.59 -0.48 1.55
O 0.286 -0.182 -0.186 -0.47 -1.62 0.15
O -2.043 -0.440 0.125 0.64 -0.20 -0.48
C -0.481 -1.494 1.654 0.85 0.04 -2.64
F -1.356 -1.773 2.560 -1.41 -0.98 0.46
F -0.132 -2.757 0.916 -0.67 1.59 1.38
F 0.591 -1.119 2.289 1.91 -0.38 0.73
C 0.868 1.057 -0.272 0.85 1.57 -1.02
C 0.745 1.492 -1.760 -0.39 -0.25 0.64
H 1.319 2.350 -2.050 0.95 0.21 -0.02
H 0.940 0.610 -2.401 0.16 0.60 0.33
H -0.251 1.836 -1.966 -0.86 -0.24 -0.02
H 1.927 1.072 0.001 0.23 -0.67 -0.09
H 0.473 1.752 0.486 -0.53 0.06 -0.58
H -0.705 0.494 1.453 -0.60 0.28 -0.54
```
Positions in Å, forces in eV/Å.

***

No. 3
Here is a 2-piece molecular cluster, CH3FOS overall in a non-equilibrium geometry from the Open Molecules 2025 dataset. Energies are from wB97M-V/def2-TZVPD.

For the relative energy (zero: lowest compared OMol25 entry of this formula, charge and spin), the calculation gives 110.3 kcal/mol. For the HOMO energy, the calculation gives -9.21 eV.

```
7
Properties=species:S:1:pos:R:3:forces:R:3
C 0.105 -0.475 0.863 -2.48 3.25 3.87
S -1.371 -0.845 0.399 -0.56 0.09 -0.40
H 0.863 -1.072 0.591 3.07 -1.71 -1.07
H 0.253 0.326 1.750 0.03 -1.75 -2.46
O -1.285 2.101 1.683 1.37 1.14 0.77
F -1.346 3.371 1.058 0.06 -0.03 0.09
H -2.049 1.719 1.299 -1.49 -0.97 -0.79
```
Positions in Å, forces in eV/Å.

***

No. 4
Here is a 2-piece molecular cluster, C28H37BClFN2O17P3S overall in a non-equilibrium geometry from the Open Molecules 2025 dataset. Energies are from wB97M-V/def2-TZVPD.

Its charge is -1. For the HOMO energy, the calculation gives -4.75 eV.

```
91
Properties=species:S:1:pos:R:3:forces:R:3
C -1.563 3.604 -3.131 -0.12 -0.14 -0.16
B -1.671 2.239 -2.361 0.33 0.27 0.02
O -2.148 1.120 -3.040 -0.31 0.25 -0.01
C -1.229 2.182 -0.851 -0.04 -0.56 -0.02
C -1.706 3.171 0.014 0.30 -0.28 -0.11
C -1.391 3.223 1.377 0.25 0.11 -0.40
C -1.994 4.297 2.248 -0.14 -0.66 0.47
C -1.248 4.660 3.536 -0.27 0.21 -0.18
C -2.208 5.095 4.652 0.87 -0.18 -0.28
C -2.573 3.938 5.542 -0.26 0.23 -0.11
O -1.431 3.467 6.280 -0.49 0.29 -0.23
C -1.365 2.157 6.441 0.17 -0.35 0.03
O -0.756 1.640 7.322 0.52 -0.33 0.62
C -0.525 2.246 1.852 -0.17 -0.16 -0.29
C -0.035 1.260 0.998 0.16 -0.33 -0.16
C -0.372 1.183 -0.346 -0.66 0.62 0.32
N 0.134 0.137 -1.193 0.68 0.55 0.79
C 1.379 0.461 -1.913 -0.26 -0.23 -0.65
O 1.711 1.819 -1.792 0.05 -0.21 0.21
C 2.518 2.270 -2.840 0.25 0.29 -0.09
O 1.792 2.984 -3.801 0.08 -0.06 -0.11
C 1.608 2.295 -5.027 -0.23 0.10 -0.06
C 0.997 3.238 -6.037 -0.45 0.37 0.13
O 1.441 2.860 -7.326 0.18 -0.19 -0.13
C 0.221 -1.145 -0.580 -0.34 -0.69 -0.33
C -0.140 -2.263 -1.349 -0.20 -0.04 0.19
P -0.720 -1.834 -3.048 0.77 1.23 -0.06
P -0.135 -3.330 -4.523 -1.37 -1.16 -0.08
O -1.136 -4.393 -4.658 0.01 -0.07 0.01
O -0.014 -2.504 -5.906 0.21 0.39 0.47
O 1.368 -3.766 -4.297 0.37 0.38 -0.01
C -0.061 -3.536 -0.781 -0.06 -0.15 -0.02
C -0.500 -4.750 -1.543 -0.69 0.25 -0.26
O 0.225 -5.434 -2.176 0.58 -0.71 -0.20
N -1.933 -5.002 -1.461 0.41 0.62 0.61
C -2.279 -5.930 -0.473 0.15 0.20 -1.00
O -2.823 -5.701 0.539 -0.85 0.22 1.15
F -1.968 -7.149 -0.845 0.43 -0.85 -0.23
C 0.395 -3.746 0.521 0.22 0.44 0.27
O 0.445 -5.028 0.993 0.19 -0.03 -0.66
C 1.764 -5.497 1.362 -0.09 -0.09 0.46
C 2.043 -6.971 1.068 0.40 -0.10 -0.11
C 1.217 -7.594 -0.021 0.36 0.08 0.00
O 1.944 -7.769 2.246 -0.28 -0.05 -0.03
C 0.746 -2.631 1.311 0.05 -0.50 -0.20
P 1.275 -2.630 3.091 -0.45 0.47 0.38
O 2.805 -3.257 3.003 -0.23 -0.01 -0.17
Cl 0.177 -4.198 3.862 0.21 0.02 -0.01
C 0.649 -1.357 0.736 -0.05 0.61 0.16
S 1.086 0.074 1.694 0.09 0.05 -0.16
H -1.863 3.506 -4.171 0.00 0.00 -0.16
H -0.559 4.018 -3.082 0.16 0.03 0.05
H -2.221 4.350 -2.680 -0.04 0.06 0.14
H -3.069 0.943 -2.826 0.08 -0.32 0.09
H -2.358 3.917 -0.421 -0.03 0.21 0.18
H -2.984 3.928 2.539 -0.14 -0.07 -0.06
H -2.188 5.185 1.651 0.06 0.15 -0.11
H -0.539 5.457 3.340 0.18 0.07 0.12
H -0.665 3.835 3.932 0.19 -0.10 -0.10
H -3.118 5.499 4.212 -0.17 0.23 0.14
H -1.664 5.847 5.221 -0.24 0.22 0.18
H -3.322 4.249 6.268 -0.07 -0.06 0.15
H -2.990 3.113 4.956 -0.02 -0.15 -0.03
H -1.880 1.534 5.696 -0.31 0.25 -0.32
H -0.217 2.203 2.884 0.00 0.14 0.16
H 1.220 0.228 -2.970 -0.08 -0.06 -0.11
H 2.187 -0.198 -1.573 0.15 0.14 0.30
H 3.268 2.944 -2.435 -0.14 0.18 0.29
H 3.053 1.440 -3.309 -0.03 -0.18 -0.08
H 0.927 1.451 -4.896 0.15 -0.27 0.06
H 2.564 1.954 -5.427 0.11 -0.12 0.01
H 1.260 4.270 -5.796 0.28 0.04 0.01
H -0.090 3.183 -5.969 -0.15 -0.04 -0.03
H 0.820 3.178 -7.984 -0.04 0.06 0.00
H -2.115 -2.007 -2.983 0.06 -0.58 0.01
H -0.910 -2.213 -6.121 0.07 0.02 -0.38
H 1.921 -3.590 -5.069 0.06 -0.01 0.05
H -2.367 -4.134 -1.163 -0.06 0.01 0.01
H 1.856 -5.388 2.437 0.04 0.04 0.06
H 2.520 -4.851 0.924 -0.04 0.02 -0.38
H 3.086 -7.026 0.739 0.12 0.19 -0.03
H 1.346 -7.000 -0.917 -0.31 0.16 -0.20
H 1.615 -8.575 -0.255 -0.12 -0.26 0.17
H 0.177 -7.655 0.269 -0.20 -0.04 -0.09
H 2.671 -7.528 2.826 -0.03 0.00 0.12
H 3.260 -2.749 2.316 0.24 -0.13 0.09
C 1.163 6.462 5.790 0.12 -0.24 -0.22
O 1.872 5.563 5.285 -0.12 0.09 0.01
O 1.717 7.030 6.964 0.00 -0.21 -0.29
O 0.074 6.923 5.424 -0.05 0.24 0.14
H 2.524 6.499 7.005 0.04 0.17 0.28
```
Positions in Å, forces in eV/Å.

***

Among the records above, which one has the highest HOMO energy?
C34H25GaN6O11S4

***

Which value of HOMO energy does entry 2 give?
-7.85 eV

***

The lowest HOMO energy belongs to which entry?
CH3FOS

***

Among the records above, which one has the lowest HOMO energy?
CH3FOS